Computed, not measured: a cluster of 9 separate species, C34H40Br10N4O8 in total at a distorted geometry, with wB97M-V/def2-TZVPD.

As for the net charge: -1. The multiplicity is 2. Its highest occupied orbital energy (spin up / spin down) is -1.762 / -5.191 eV. The frontier orbital gap (spin up / spin down) is 2.64 / 6.07 eV.

Bonds (Å) are listed after each position.
Cartesian coordinates (Å):
1 Br -6.1870 -14.1275 28.3729  C2 2.011
2 C -6.5259 -16.1096 28.3358  Br1 2.011, C3 1.462, H5 1.090, H6 1.090
3 C -6.9766 -16.5625 27.0208  C2 1.462, Br4 1.970, H7 1.090, H8 1.090
4 Br -7.3556 -18.4953 27.0016  C3 1.970
5 H -7.2027 -16.2502 29.1786  C2 1.090
6 H -5.6103 -16.6749 28.5096  C2 1.090
7 H -6.3304 -16.4009 26.1580  C3 1.090
8 H -7.8956 -16.1577 26.5968  C3 1.090
9 Br -10.9798 -14.0146 17.1628  C10 2.015
10 C -9.2084 -13.0565 17.0902  Br9 2.015, C11 1.543, H13 1.090, H14 1.090
11 C -9.4074 -11.9512 16.0325  C10 1.543, Br12 1.992, H15 1.090, H16 1.090
12 Br -9.5177 -12.6689 14.1772  C11 1.992
13 H -8.4083 -13.7859 16.9646  C10 1.090
14 H -8.8705 -12.6420 18.0400  C10 1.090
15 H -8.5381 -11.2954 16.0808  C11 1.090
16 H -10.3036 -11.3471 16.1733  C11 1.090
17 Br -5.0150 -16.2563 19.1524  C18 1.959
18 C -5.6376 -15.2080 17.6188  Br17 1.959, C19 1.545, H21 1.090, H22 1.090
19 C -5.3044 -13.7373 17.9528  C18 1.545, Br20 1.981, H23 1.090, H24 1.090
20 Br -5.8247 -12.7336 16.3259  C19 1.981
21 H -6.6922 -15.3410 17.3774  C18 1.090
22 H -5.1455 -15.5545 16.7101  C18 1.090
23 H -4.2464 -13.5885 18.1685  C19 1.090
24 H -5.8956 -13.4020 18.8050  C19 1.090
25 Br -6.1144 -15.1852 23.8195  C26 2.004
26 C -7.0829 -14.5406 22.1878  Br25 2.004, C27 1.563, H29 1.090, H30 1.090
27 C -8.2286 -15.3912 21.5502  C26 1.563, Br28 1.961, H31 1.090, H32 1.090
28 Br -8.5439 -14.5315 19.8162  C27 1.961
29 H -6.3191 -14.5874 21.4117  C26 1.090
30 H -7.3721 -13.5087 22.3870  C26 1.090
31 H -9.1905 -15.3096 22.0563  C27 1.090
32 H -7.9951 -16.4522 21.4616  C27 1.090
33 Br -10.4973 -17.5774 19.9460  C34 2.060
34 C -12.0593 -16.8902 21.0993  Br33 2.060, C35 1.527, H37 1.090, H38 1.090
35 C -12.3622 -15.4054 20.9075  C34 1.527, Br36 1.984, H39 1.090, H40 1.090
36 Br -13.8786 -14.8391 22.0549  C35 1.984
37 H -11.9353 -17.2534 22.1195  C34 1.090
38 H -12.9144 -17.4465 20.7151  C34 1.090
39 H -12.6274 -15.1406 19.8840  C35 1.090
40 H -11.5332 -14.7764 21.2317  C35 1.090
41 C -12.4869 -10.0882 24.2163  C42 1.400, C46 1.404, H50 1.080
42 C -12.4197 -11.0343 23.1868  C41 1.400, C43 1.343, H51 1.080
43 C -11.9521 -12.2716 23.4224  C42 1.343, C44 1.459, H52 1.080
44 C -11.4039 -12.6156 24.7304  C43 1.459, C45 1.423, N47 1.519
45 C -11.5191 -11.6316 25.7516  C44 1.423, C46 1.392, H53 1.080
46 C -12.0780 -10.3765 25.5287  C41 1.404, C45 1.392, H54 1.080
47 N -10.7713 -13.9663 25.0167  C44 1.519, O48 1.269, O49 1.239
48 O -10.6402 -14.8399 24.1057  N47 1.269
49 O -10.6543 -14.2475 26.2174  N47 1.239
50 H -12.9740 -9.1319 24.0961  C41 1.080
51 H -12.6098 -10.6943 22.1795  C42 1.080
52 H -11.8112 -12.9698 22.6106  C43 1.080
53 H -11.3400 -11.8390 26.7962  C45 1.080
54 H -12.2516 -9.7124 26.3625  C46 1.080
55 C -5.7821 -18.7166 23.1682  C56 1.407, C60 1.414, H64 1.080
56 C -4.9050 -18.2282 22.1821  C55 1.407, C57 1.394, H65 1.080
57 C -3.7444 -18.9462 21.9003  C56 1.394, C58 1.417, H66 1.080
58 C -3.5279 -20.2034 22.5174  C57 1.417, C59 1.441, N61 1.460
59 C -4.5052 -20.6878 23.4584  C58 1.441, C60 1.439, H67 1.080
60 C -5.6927 -19.9642 23.8272  C55 1.414, C59 1.439, H68 1.080
61 N -2.2224 -20.8465 22.3962  C58 1.460, O62 1.217, O63 1.224
62 O -1.4370 -20.4159 21.5721  N61 1.217
63 O -1.9729 -21.7534 23.1788  N61 1.224
64 H -6.6921 -18.1944 23.4243  C55 1.080
65 H -5.0493 -17.3033 21.6435  C56 1.080
66 H -3.0422 -18.5987 21.1571  C57 1.080
67 H -4.3037 -21.5150 24.1229  C59 1.080
68 H -6.3347 -20.3600 24.6002  C60 1.080
69 C -4.3321 -10.3043 26.7533  C70 1.379, C74 1.350, H78 1.080
70 C -5.5095 -9.7083 27.1548  C69 1.379, C71 1.341, H79 1.080
71 C -6.6952 -10.2791 26.8945  C70 1.341, C72 1.402, H80 1.080
72 C -6.6599 -11.4239 26.0867  C71 1.402, C73 1.328, N75 1.531
73 C -5.5314 -11.9120 25.5855  C72 1.328, C74 1.365, H81 1.080
74 C -4.3285 -11.4442 26.0304  C69 1.350, C73 1.365, H82 1.080
75 N -8.0070 -12.0237 25.6734  C72 1.531, O76 1.211, O77 1.209
76 O -8.8522 -12.1516 26.5317  N75 1.211
77 O -8.1101 -12.4412 24.5434  N75 1.209
78 H -3.4192 -9.8557 27.1165  C69 1.080
79 H -5.5133 -8.7908 27.7244  C70 1.080
80 H -7.6827 -9.8759 27.0633  C71 1.080
81 H -5.6327 -12.7991 24.9780  C73 1.080
82 H -3.4201 -11.9767 25.7904  C74 1.080
83 C -1.9854 -12.6175 20.4105  C84 1.467, C88 1.428, H92 1.080
84 C -0.9324 -13.4359 21.0220  C83 1.467, C85 1.397, H93 1.080
85 C -1.1966 -14.2933 22.0927  C84 1.397, C86 1.433, H94 1.080
86 C -2.5398 -14.2354 22.5888  C85 1.433, C87 1.374, N89 1.471
87 C -3.5270 -13.4162 22.0974  C86 1.374, C88 1.387, H95 1.080
88 C -3.3002 -12.6437 20.9683  C83 1.428, C87 1.387, H96 1.080
89 N -2.7934 -15.0709 23.7725  C86 1.471, O90 1.253, O91 1.231
90 O -2.2731 -16.2094 23.7150  N89 1.253
91 O -3.3629 -14.5839 24.7496  N89 1.231
92 H -1.7570 -11.8670 19.6683  C83 1.080
93 H 0.0483 -13.4142 20.5701  C84 1.080
94 H -0.3468 -14.8997 22.3694  C85 1.080
95 H -4.5106 -13.4613 22.5410  C87 1.080
96 H -4.0222 -11.9293 20.6014  C88 1.080